(1)
This record from OMol25 describes C4H14NOPb as an isolated structure in a non-equilibrium geometry. The level of theory is the ωB97M-V functional and the def2-TZVPD basis.

Properties
- Energy above the lowest of the compared OMol25 structures with the same formula, charge and spin: 0.0 kcal/mol
- Charge: +1
- Maximum force: 3.09 eV/A
- Gap between HOMO and LUMO: 8.4 eV

Structure (XYZ):
```
21
Properties=species:S:1:pos:R:3:nbo_charge:R:1
C 0.15 1.24 -4.05 -0.833
Pb -0.05 0.15 -1.70 1.086
N -0.69 -1.90 -0.12 -1.079
H 1.16 -1.06 -2.29 -0.331
H 0.10 -2.13 0.48 0.391
H -0.57 0.40 -3.65 0.168
H 0.58 0.81 -4.96 0.262
H 0.98 1.56 -3.41 0.225
H -0.47 2.10 -4.30 0.260
H -1.49 -1.72 0.49 0.388
H -0.91 -2.75 -0.66 0.402
C -1.10 0.72 2.54 -0.733
C 0.19 0.49 1.84 0.666
C 1.31 -0.13 2.60 -0.733
O 0.34 0.80 0.62 -0.660
H -0.94 0.74 3.62 0.244
H -1.82 -0.10 2.32 0.250
H -1.55 1.67 2.22 0.266
H 1.36 -1.21 2.41 0.252
H 2.27 0.31 2.31 0.265
H 1.16 0.01 3.67 0.244
```

=====

(2)
This record from OMol25 describes one molecule with the formula C3H3F2NO2 in a non-equilibrium geometry. The level of theory is the ωB97M-V functional and the def2-TZVPD basis.

Properties
- Energy above the lowest of the compared OMol25 structures with the same formula, charge and spin: 70.7 kcal/mol
- SMILES string: O=C1N(O)CC1(F)F
- Maximum force: 4.11 eV/A
- Gap between HOMO and LUMO: 10.6 eV

Structure (XYZ):
```
11
Properties=species:S:1:pos:R:3:nbo_charge:R:1
O -0.52 -1.39 -1.80 -0.503
C -0.24 -0.55 -1.00 0.572
N -0.61 -0.51 0.37 -0.167
O -0.82 -1.57 1.33 -0.521
C 0.25 0.73 0.76 -0.265
C 0.61 0.71 -0.77 0.613
F 2.00 0.54 -0.90 -0.325
F 0.38 1.89 -1.59 -0.339
H -1.81 -1.81 1.09 0.491
H -0.26 1.62 1.16 0.225
H 1.03 0.35 1.36 0.218
```

=====

(3)
This record from OMol25 describes C15H18N8O2Pb as an isolated structure in a non-equilibrium geometry. The level of theory is the ωB97M-V functional and the def2-TZVPD basis.

Properties
- Energy above the lowest of the compared OMol25 structures with the same formula, charge and spin: 0.0 kcal/mol
- Charge: +4
- Maximum force: 4.96 eV/A
- Gap between HOMO and LUMO (spin up / spin down): 5.5 / 5.8 eV

Structure (XYZ):
```
44
Properties=species:S:1:pos:R:3:nbo_charge:R:1
N 0.31 -1.40 -1.66 -0.595
C 0.63 -2.32 -2.30 0.549
C 1.04 -3.42 -3.11 -0.769
H 1.65 -4.11 -2.51 0.300
H 1.65 -3.05 -3.94 0.315
H 0.17 -3.94 -3.50 0.316
N -1.33 2.36 -1.19 -0.601
C -1.81 3.30 -1.67 0.554
C -2.37 4.48 -2.26 -0.772
H -1.82 4.74 -3.17 0.306
H -2.30 5.32 -1.58 0.310
H -3.41 4.33 -2.53 0.318
N 0.11 0.43 2.16 -0.594
C 0.34 0.36 3.29 0.549
C 0.65 0.32 4.68 -0.767
H -0.23 0.60 5.27 0.319
H 1.46 1.01 4.90 0.312
H 0.96 -0.69 4.97 0.299
Pb 0.03 0.53 -0.25 1.270
C -2.56 0.98 1.09 0.504
O -3.41 1.38 1.72 -0.383
C -2.41 -0.34 -1.64 0.507
O -3.21 -0.61 -2.43 -0.389
C 2.45 1.03 -1.92 0.052
C 2.93 0.36 -0.79 -0.194
C 2.87 0.97 0.47 -0.201
C 2.31 2.25 0.60 0.025
C 1.82 2.92 -0.53 -0.116
C 1.89 2.31 -1.79 -0.206
H 2.51 0.56 -2.91 0.282
H 3.38 -0.64 -0.90 0.288
H 3.26 0.44 1.36 0.289
H 2.27 2.73 1.59 0.282
H 1.39 3.93 -0.42 0.285
H 1.51 2.84 -2.68 0.296
N -0.64 -4.69 2.19 -0.187
N -1.13 -3.56 1.63 0.189
N -2.44 -3.41 1.50 -0.158
C -2.49 -2.18 0.92 0.210
N -1.29 -1.65 0.73 -0.230
N -0.37 -2.57 1.20 -0.003
H 0.36 -4.79 2.27 0.462
H -1.28 -5.40 2.48 0.482
H -3.45 -1.71 0.65 0.293
```

=====

(4)
This record from OMol25 describes one molecule with the formula C5H10O. The level of theory is the ωB97M-V functional and the def2-TZVPD basis.

Properties
- Energy above the lowest of the compared OMol25 structures with the same formula, charge and spin: 25.5 kcal/mol
- SMILES string: CC[C@H]1O[C@H]1C
- Maximum force: 0.28 eV/A
- Gap between HOMO and LUMO: 11.2 eV

Structure (XYZ):
```
16
Properties=species:S:1:pos:R:3:nbo_charge:R:1
C 0.30 -1.89 -0.55 -0.605
C 0.96 -0.84 0.33 -0.429
C -0.09 0.02 1.00 0.065
O 0.22 1.36 1.34 -0.495
C -0.77 1.14 0.35 0.057
C -0.46 1.63 -1.05 -0.640
H -0.46 -2.46 0.00 0.204
H 1.03 -2.60 -0.95 0.214
H -0.21 -1.42 -1.40 0.204
H 1.57 -1.32 1.11 0.210
H 1.63 -0.21 -0.25 0.211
H -0.66 -0.50 1.78 0.176
H -1.79 1.36 0.69 0.176
H 0.58 1.45 -1.31 0.217
H -0.64 2.71 -1.11 0.221
H -1.10 1.13 -1.78 0.214
```